{"formula": "C19H20N3O7P2RuTe", "method": "ωB97M-V/def2-TZVPD", "species": ["Te", "Ru", "P", "P", "O", "O", "O", "O", "O", "O", "O", "N", "N", "N", "C", "C", "C", "C", "C", "C", "C", "C", "C", "C", "C", "C", "C", "C", "C", "C", "C", "C", "C", "H", "H", "H", "H", "H", "H", "H", "H", "H", "H", "H", "H", "H", "H", "H", "H", "H", "H", "H", "H"], "xyz": [[-2.59197, -0.38236, -2.24200], [-0.28951, -0.96529, -1.40815], [0.15654, -3.02086, -2.86215], [2.38572, -2.48467, -1.25978], [-0.01324, -1.63028, -3.46055], [1.78164, -1.07366, -1.48753], [-0.65534, -2.98425, -1.55192], [1.66217, -3.35238, -2.48618], [3.89288, -2.47402, -1.71558], [-0.25156, -4.12595, -3.88163], [2.19984, -3.10133, 0.05165], [-0.29182, -0.97751, 0.61593], [0.62913, -1.34221, 2.55704], [5.47413, -2.04629, 7.22795], [0.07975, 1.48659, -1.80053], [-2.10437, 5.95211, -2.24621], [-1.23062, -1.58521, 1.42896], [2.40445, -1.18660, 5.79437], [2.84285, -2.09665, 3.19030], [-3.45433, 3.83310, -2.42547], [1.65169, -1.48925, 3.55191], [-0.66863, -1.80521, 2.63951], [0.81778, -0.85442, 1.32943], [-1.18462, 2.28719, -1.97808], [3.61568, -1.78030, 5.44511], [-4.94138, 1.82988, -2.64079], [3.83396, -2.23371, 4.14671], [-3.58760, 2.45281, -2.41682], [-2.44145, 1.67981, -2.17656], [-2.22866, 4.45758, -2.22576], [4.64943, -1.92861, 6.43779], [1.41570, -1.03518, 4.83871], [-1.10137, 3.66313, -2.00600], [4.77284, -2.70633, 3.89426], [-5.68328, 2.59479, -2.85796], [0.91376, 2.11137, -1.48409], [2.24819, -0.83904, 6.80583], [2.96860, -2.48075, 2.18406], [-4.93149, 1.13458, -3.48285], [1.75242, -0.45900, 0.97297], [-1.39372, 6.26623, -3.01211], [0.47730, -0.55688, 5.08765], [0.40240, 0.99918, -2.72225], [-1.05089, -2.26478, 3.53334], [-0.20375, -5.03964, -3.56880], [-4.33429, 4.44232, -2.59448], [-0.02014, 0.80973, -0.90015], [-0.13861, 4.14080, -1.86116], [-3.06005, 6.43096, -2.44738], [4.05184, -2.04003, -2.56357], [-5.27933, 1.28205, -1.75888], [-2.21734, -1.82996, 1.08035], [-1.73133, 6.31839, -1.28843]], "total_energy_ev": -67283.670, "relative_energy_kcal_mol": 2.27, "multiplicity": 1, "mol_weight_g_mol": 693.001, "total_charge": 1, "e_homo_ev": [-11.88, -11.88]}

***

{"formula": "C19H20N4O3", "method": "ωB97M-V/def2-TZVPD", "species": ["O", "O", "O", "N", "N", "N", "N", "C", "C", "C", "C", "C", "C", "C", "C", "C", "C", "C", "C", "C", "C", "C", "C", "C", "C", "C", "H", "H", "H", "H", "H", "H", "H", "H", "H", "H", "H", "H", "H", "H", "H", "H", "H", "H", "H", "H"], "xyz": [[3.34725, -6.20073, 0.88960], [3.63401, -3.02343, -0.71528], [-3.37351, 1.54715, -0.70713], [-0.91077, 3.38662, -0.60650], [0.02329, 3.30394, 0.34433], [0.82608, -3.15090, 0.22127], [1.84852, -4.02944, 0.32543], [-0.19199, -1.11293, -0.39302], [5.23079, -5.45156, -0.04589], [0.65238, 4.53007, 2.37604], [-1.11375, 1.02121, -1.07121], [4.29415, -7.13620, 1.04424], [-1.44501, -1.48180, 0.09345], [-2.87474, 4.76897, -1.30829], [0.95112, -1.99834, -0.31410], [-0.20396, 4.29987, 1.18163], [-0.04900, 0.15083, -0.96948], [-1.75063, 4.42673, -0.39872], [-1.31824, 5.04424, 0.75561], [3.14283, -3.95808, -0.11253], [-4.64079, 1.23789, -0.17970], [3.91619, -5.16552, 0.22177], [5.47243, -6.73388, 0.49082], [-2.51932, -0.62060, 0.00669], [-2.36896, 0.63669, -0.57233], [-0.93419, 2.39943, -1.65677], [-2.50383, 5.06970, -2.28910], [0.91773, 0.45891, -1.33881], [4.01417, -8.03481, 1.55827], [0.01474, 2.44142, -2.20085], [1.88338, -1.62407, -0.72850], [1.56717, -4.87762, 0.80239], [0.05365, 4.49736, 3.28562], [1.12955, 5.50799, 2.31918], [-1.74074, 5.90955, 1.22548], [-5.08149, 0.36671, -0.67490], [-4.59324, 1.06087, 0.89886], [-1.75665, 2.63505, -2.33368], [-1.56076, -2.45503, 0.54272], [-3.47510, -0.93486, 0.39553], [-3.44138, 5.59497, -0.88677], [6.39253, -7.28026, 0.46865], [-5.26310, 2.11135, -0.37083], [-3.53753, 3.91482, -1.43642], [1.41819, 3.76130, 2.42388], [5.91852, -4.81361, -0.56063]], "total_energy_ev": -32128.963, "relative_energy_kcal_mol": 90.77, "multiplicity": 1, "smiles": "COc1ccc(/C=N/NC(=O)c2ccco2)cc1Cn1nc(C)cc1C", "mol_weight_g_mol": 352.394, "e_homo_ev": -7.94}

***

{"formula": "C19H20N4O4S2", "method": "ωB97M-V/def2-TZVPD", "species": ["S", "S", "O", "O", "O", "O", "N", "N", "N", "N", "C", "C", "C", "C", "C", "C", "C", "C", "C", "C", "C", "C", "C", "C", "C", "C", "C", "C", "C", "H", "H", "H", "H", "H", "H", "H", "H", "H", "H", "H", "H", "H", "H", "H", "H", "H", "H", "H", "H"], "xyz": [[-0.19732, -2.44151, -1.32725], [0.20894, -2.23955, 1.62665], [-2.31087, 4.51752, -0.85703], [2.13468, 2.42909, 1.54775], [4.67381, -1.79417, -0.54392], [-3.47112, -3.76869, -1.97654], [-1.87942, -0.18102, -0.55278], [1.91785, -1.35785, -0.16534], [-3.58035, 0.69594, -1.94884], [-3.30594, -1.54910, -1.80454], [2.51035, -1.22563, -1.47798], [-3.20422, 1.91404, -1.63041], [-0.41219, 3.64922, 0.31560], [-2.88658, -0.30977, -1.40487], [1.18764, 3.08334, 3.44994], [-2.89307, -2.82732, -1.49246], [4.09852, -1.92607, 0.73581], [0.75609, -1.96756, 0.09791], [-1.49108, 1.04590, -0.23548], [-0.30415, 2.54771, 1.37947], [3.75260, -2.12588, -1.55398], [2.59267, 3.04938, 3.63383], [-1.69716, 3.54794, -0.47605], [-2.12873, 2.17006, -0.77426], [-0.33978, 1.17764, 0.69971], [-1.74110, -2.98047, -0.53834], [2.86621, -1.02623, 0.88019], [0.95923, 2.69670, 2.16364], [3.11312, 2.64532, 2.44695], [4.12157, 2.48033, 2.12299], [3.13129, 3.29181, 4.52622], [4.86953, -1.63914, 1.45161], [3.80558, -2.97150, 0.91425], [0.45070, 3.35612, 4.17681], [-3.75965, 2.73030, -2.07278], [4.27115, -1.98526, -2.50302], [-4.08897, -1.51185, -2.45133], [0.57898, 1.04295, 0.11984], [3.44193, -3.17723, -1.45866], [0.41958, 3.55080, -0.38931], [-0.37627, 0.37328, 1.43677], [-1.86253, -2.35607, 0.34990], [1.79536, -1.49624, -2.25308], [2.81622, -0.18193, -1.61191], [-1.64117, -4.03225, -0.26746], [-1.14575, 2.63808, 2.07351], [3.15821, 0.02151, 0.75982], [-0.35251, 4.64018, 0.76904], [2.39966, -1.16669, 1.85492]], "total_energy_ev": -55848.930, "relative_energy_kcal_mol": 37.26, "multiplicity": 1, "smiles": "O=C(CSC(=S)N1CCOCC1)Nc1ncc2c(n1)C[C@@H](c1ccco1)CC2=O", "mol_weight_g_mol": 432.527, "e_homo_ev": -8.57}

***

{"formula": "C19H20N4OS", "method": "ωB97M-V/def2-TZVPD", "species": ["S", "O", "N", "N", "N", "N", "C", "C", "C", "C", "C", "C", "C", "C", "C", "C", "C", "C", "C", "C", "C", "C", "C", "C", "C", "H", "H", "H", "H", "H", "H", "H", "H", "H", "H", "H", "H", "H", "H", "H", "H", "H", "H", "H", "H"], "xyz": [[-1.59617, 0.36891, -2.14308], [-4.68320, 1.61835, -0.81353], [-0.26970, 0.98982, 0.16024], [-2.95224, 1.47939, 0.68113], [0.69078, -0.59659, -1.01174], [0.83605, 0.59738, 0.81796], [-3.58794, 1.22370, 1.89925], [0.18850, -2.87436, -1.75484], [0.92610, -1.57066, -2.04468], [5.49429, -1.39157, -2.01479], [-4.97083, 1.18598, 2.04722], [3.76526, -0.70861, -0.48665], [5.03551, 0.93792, -1.69712], [-2.44994, 1.89370, -1.62291], [2.66962, -1.03802, 0.49776], [1.40687, -0.34852, 0.13185], [-3.32906, 0.75338, 4.24400], [4.49828, -1.71085, -1.10731], [5.76258, -0.06733, -2.31351], [-2.76946, 1.00568, 3.00704], [-0.35723, 0.27135, -0.93073], [-3.50292, 1.64218, -0.53965], [4.04321, 0.61937, -0.78836], [-5.51852, 0.93236, 3.29201], [-4.70642, 0.71603, 4.39196], [-6.59275, 0.90481, 3.40072], [6.05955, -2.18004, -2.48934], [-1.68568, 2.59567, -1.29314], [-2.94899, 2.25533, -2.52150], [-5.14276, 0.51957, 5.35997], [0.51374, -3.29941, -0.80779], [-5.60439, 1.35300, 1.19232], [2.00354, -1.73936, -2.11406], [-0.88325, -2.69665, -1.70709], [-1.92553, 1.47433, 0.72425], [-1.69582, 1.03572, 2.88587], [3.47634, 1.40042, -0.30246], [0.57152, -1.14552, -2.98827], [-2.68761, 0.58574, 5.09681], [2.94638, -0.69025, 1.49534], [4.29450, -2.74774, -0.87668], [2.50944, -2.11809, 0.53697], [5.24332, 1.97293, -1.92421], [6.53751, 0.18130, -3.02292], [0.38755, -3.59079, -2.54631]], "total_energy_ev": -38871.711, "relative_energy_kcal_mol": 0.00, "multiplicity": 1, "smiles": "CCn1c(Cc2ccccc2)nnc1SCC(=O)Nc1ccccc1", "mol_weight_g_mol": 352.463, "e_homo_ev": -8.15}

***

{"formula": "C19H20N7O2Pt", "method": "ωB97M-V/def2-TZVPD", "species": ["Pt", "O", "O", "N", "N", "N", "N", "N", "N", "N", "C", "C", "C", "C", "C", "C", "C", "C", "C", "C", "C", "C", "C", "C", "C", "C", "C", "C", "C", "H", "H", "H", "H", "H", "H", "H", "H", "H", "H", "H", "H", "H", "H", "H", "H", "H", "H", "H", "H"], "xyz": [[-0.20324, -0.06498, 0.04148], [-1.60839, 2.15210, 1.01634], [-0.26728, 2.02146, -0.78845], [3.97647, 0.27412, 0.24662], [-2.20106, -0.37310, -0.26435], [1.84576, 0.07957, 0.25854], [-3.05026, -0.62409, 0.74520], [3.65714, 0.21933, 1.54621], [0.98273, -0.11181, 4.97773], [0.15972, 0.05237, 2.35368], [-1.12137, 6.87650, -0.69089], [-2.07739, 6.04078, -1.25258], [-4.27342, 0.21662, -0.86047], [-1.01521, 2.65426, 0.05611], [-4.30631, -0.28935, 0.42168], [-1.10724, 8.35222, -0.97881], [1.45691, 0.01242, 2.66656], [-0.14601, 6.31455, 0.12929], [1.86538, -0.08798, 3.99463], [2.35610, 0.10321, 1.53002], [-0.30401, -0.02231, 4.66348], [-0.10347, 4.95091, 0.37453], [-2.06985, 4.66898, -1.02810], [-3.11651, 3.77902, -1.64098], [-0.72355, 0.05609, 3.34107], [0.97315, 4.34932, 1.23861], [-2.93483, 0.15501, -1.24304], [2.89338, 0.19504, -0.52789], [-1.07955, 4.13967, -0.20722], [-1.04535, 8.92291, -0.05161], [2.89000, 0.21432, -1.60477], [-5.10404, 0.57652, -1.44067], [-0.23388, 8.60821, -1.58131], [0.53716, 3.69921, 2.00087], [-2.71702, -1.03705, 1.59690], [-1.99976, 8.65755, -1.52163], [-1.00696, -0.00931, 5.48624], [-2.65737, 2.89475, -2.08734], [4.94210, 0.35919, -0.03011], [-2.84372, 6.46634, -1.89128], [1.64836, 3.74018, 0.63144], [-2.48151, 0.44940, -2.17456], [1.55542, 5.12464, 1.73227], [0.60288, 6.95863, 0.57819], [-1.76406, 0.17145, 3.06812], [2.91698, -0.14298, 4.24833], [-5.12957, -0.43430, 1.09988], [-3.67248, 4.30876, -2.41214], [-3.81972, 3.43794, -0.87720]], "total_energy_ev": -37793.460, "relative_energy_kcal_mol": 25.01, "multiplicity": 1, "mol_weight_g_mol": 573.494, "total_charge": 1, "e_homo_ev": [-10.58, -10.57]}

***

Please write out number 4 again, unchanged.
{"formula": "C19H20N4OS", "method": "ωB97M-V/def2-TZVPD", "species": ["S", "O", "N", "N", "N", "N", "C", "C", "C", "C", "C", "C", "C", "C", "C", "C", "C", "C", "C", "C", "C", "C", "C", "C", "C", "H", "H", "H", "H", "H", "H", "H", "H", "H", "H", "H", "H", "H", "H", "H", "H", "H", "H", "H", "H"], "xyz": [[-1.59617, 0.36891, -2.14308], [-4.68320, 1.61835, -0.81353], [-0.26970, 0.98982, 0.16024], [-2.95224, 1.47939, 0.68113], [0.69078, -0.59659, -1.01174], [0.83605, 0.59738, 0.81796], [-3.58794, 1.22370, 1.89925], [0.18850, -2.87436, -1.75484], [0.92610, -1.57066, -2.04468], [5.49429, -1.39157, -2.01479], [-4.97083, 1.18598, 2.04722], [3.76526, -0.70861, -0.48665], [5.03551, 0.93792, -1.69712], [-2.44994, 1.89370, -1.62291], [2.66962, -1.03802, 0.49776], [1.40687, -0.34852, 0.13185], [-3.32906, 0.75338, 4.24400], [4.49828, -1.71085, -1.10731], [5.76258, -0.06733, -2.31351], [-2.76946, 1.00568, 3.00704], [-0.35723, 0.27135, -0.93073], [-3.50292, 1.64218, -0.53965], [4.04321, 0.61937, -0.78836], [-5.51852, 0.93236, 3.29201], [-4.70642, 0.71603, 4.39196], [-6.59275, 0.90481, 3.40072], [6.05955, -2.18004, -2.48934], [-1.68568, 2.59567, -1.29314], [-2.94899, 2.25533, -2.52150], [-5.14276, 0.51957, 5.35997], [0.51374, -3.29941, -0.80779], [-5.60439, 1.35300, 1.19232], [2.00354, -1.73936, -2.11406], [-0.88325, -2.69665, -1.70709], [-1.92553, 1.47433, 0.72425], [-1.69582, 1.03572, 2.88587], [3.47634, 1.40042, -0.30246], [0.57152, -1.14552, -2.98827], [-2.68761, 0.58574, 5.09681], [2.94638, -0.69025, 1.49534], [4.29450, -2.74774, -0.87668], [2.50944, -2.11809, 0.53697], [5.24332, 1.97293, -1.92421], [6.53751, 0.18130, -3.02292], [0.38755, -3.59079, -2.54631]], "total_energy_ev": -38871.711, "relative_energy_kcal_mol": 0.00, "multiplicity": 1, "smiles": "CCn1c(Cc2ccccc2)nnc1SCC(=O)Nc1ccccc1", "mol_weight_g_mol": 352.463, "e_homo_ev": -8.15}

***

What did the first record say?
{"formula": "C19H20N3O7P2RuTe", "method": "ωB97M-V/def2-TZVPD", "species": ["Te", "Ru", "P", "P", "O", "O", "O", "O", "O", "O", "O", "N", "N", "N", "C", "C", "C", "C", "C", "C", "C", "C", "C", "C", "C", "C", "C", "C", "C", "C", "C", "C", "C", "H", "H", "H", "H", "H", "H", "H", "H", "H", "H", "H", "H", "H", "H", "H", "H", "H", "H", "H", "H"], "xyz": [[-2.59197, -0.38236, -2.24200], [-0.28951, -0.96529, -1.40815], [0.15654, -3.02086, -2.86215], [2.38572, -2.48467, -1.25978], [-0.01324, -1.63028, -3.46055], [1.78164, -1.07366, -1.48753], [-0.65534, -2.98425, -1.55192], [1.66217, -3.35238, -2.48618], [3.89288, -2.47402, -1.71558], [-0.25156, -4.12595, -3.88163], [2.19984, -3.10133, 0.05165], [-0.29182, -0.97751, 0.61593], [0.62913, -1.34221, 2.55704], [5.47413, -2.04629, 7.22795], [0.07975, 1.48659, -1.80053], [-2.10437, 5.95211, -2.24621], [-1.23062, -1.58521, 1.42896], [2.40445, -1.18660, 5.79437], [2.84285, -2.09665, 3.19030], [-3.45433, 3.83310, -2.42547], [1.65169, -1.48925, 3.55191], [-0.66863, -1.80521, 2.63951], [0.81778, -0.85442, 1.32943], [-1.18462, 2.28719, -1.97808], [3.61568, -1.78030, 5.44511], [-4.94138, 1.82988, -2.64079], [3.83396, -2.23371, 4.14671], [-3.58760, 2.45281, -2.41682], [-2.44145, 1.67981, -2.17656], [-2.22866, 4.45758, -2.22576], [4.64943, -1.92861, 6.43779], [1.41570, -1.03518, 4.83871], [-1.10137, 3.66313, -2.00600], [4.77284, -2.70633, 3.89426], [-5.68328, 2.59479, -2.85796], [0.91376, 2.11137, -1.48409], [2.24819, -0.83904, 6.80583], [2.96860, -2.48075, 2.18406], [-4.93149, 1.13458, -3.48285], [1.75242, -0.45900, 0.97297], [-1.39372, 6.26623, -3.01211], [0.47730, -0.55688, 5.08765], [0.40240, 0.99918, -2.72225], [-1.05089, -2.26478, 3.53334], [-0.20375, -5.03964, -3.56880], [-4.33429, 4.44232, -2.59448], [-0.02014, 0.80973, -0.90015], [-0.13861, 4.14080, -1.86116], [-3.06005, 6.43096, -2.44738], [4.05184, -2.04003, -2.56357], [-5.27933, 1.28205, -1.75888], [-2.21734, -1.82996, 1.08035], [-1.73133, 6.31839, -1.28843]], "total_energy_ev": -67283.670, "relative_energy_kcal_mol": 2.27, "multiplicity": 1, "mol_weight_g_mol": 693.001, "total_charge": 1, "e_homo_ev": [-11.88, -11.88]}

***

Question: Number 4 is which compound?
Answer: C19H20N4OS